This record from the Open Molecules 2025 dataset describes the molecule C3H7ClS. The level of theory is the ωB97M-V functional and the def2-TZVPD basis.

Calculated values
Electronic energy, eV: -26576.9936
M, g mol⁻¹: 110.61
⟨S²⟩: 2.01
Multiplicity: 3
ΔE to the lowest compared entry with this formula, charge and spin, eV: 1.739
E_LUMO (alpha / beta), eV: 0.5 / -3.9

The geometry in XYZ format:
```
12
Properties=species:S:1:pos:R:3:mulliken_spin:R:1
C -0.25 0.28 1.40 -0.0195
C -0.54 0.42 -1.09 0.0212
C 0.25 -0.17 -0.01 0.5607
S 0.54 -1.93 -0.08 0.5379
Cl 2.14 0.73 -0.11 0.8337
H 0.46 -0.04 2.24 -0.0014
H -1.19 -0.21 1.45 0.0180
H -0.44 1.37 1.38 0.0029
H -0.42 -0.04 -2.16 0.0022
H -0.40 1.58 -1.21 0.0062
H -1.49 0.19 -0.67 0.0134
H 1.33 -2.19 -1.14 0.0247
```


This record from the Open Molecules 2025 dataset describes a structure of composition C3H7CsN2O4. The level of theory is the ωB97M-V functional and the def2-TZVPD basis.

Calculated values
Electronic energy, eV: -14939.6155
M, g mol⁻¹: 268.00
E_LUMO, eV: -0.8

The geometry in XYZ format:
```
17
Properties=species:S:1:pos:R:3:lowdin_charge:R:1
Cs -1.45 -3.46 -0.61 1.0440
N 0.84 -3.04 2.63 -0.6347
O 0.89 -2.92 3.86 -0.0268
O -0.18 -2.71 1.96 -0.2848
O 1.82 -3.54 2.02 -0.0715
C -1.76 0.37 -0.37 -0.0042
C -0.50 0.79 -1.11 -0.5489
O -0.33 0.34 -2.24 0.0225
N 0.23 1.77 -0.56 0.0135
C 1.44 2.27 -1.18 -0.0611
H -1.99 -0.69 -0.44 -0.0189
H -2.60 0.88 -0.84 0.0910
H -1.66 0.62 0.68 0.0848
H -0.09 2.20 0.29 0.1362
H 1.24 3.09 -1.88 0.0868
H 1.90 1.48 -1.78 0.0864
H 2.18 2.55 -0.44 0.0858
```